Record 1
79
Properties=species:S:1:pos:R:3 method="wB97M-V/def2-TZVPD" energy_ha=-1789.5676 homo_energy_ev=-16.9646 total_charge=+3 molar_mass_g_mol=634.4 e_lumo_ev=-10.79 relative_energy_kcal_mol=22.84
Sn -0.2191 -0.1651 -0.5429
C 1.0322 1.0559 -3.6816
C -0.3901 1.4837 -3.4889
C -0.9454 2.4872 -4.2835
C -2.2558 2.8648 -4.0803
C -3.0190 2.1885 -3.1324
C -2.4257 1.1845 -2.3961
N -1.1156 0.8771 -2.5431
C -3.1815 0.2913 -1.4914
C -4.5656 0.1965 -1.4895
C -5.1659 -0.8066 -0.7467
C -4.3786 -1.7292 -0.0713
C -3.0012 -1.5829 -0.1025
N -2.4441 -0.5523 -0.7557
C -2.0567 -2.5958 0.4212
C -2.4745 -3.7212 1.1045
C -1.5482 -4.7163 1.3987
C -0.2349 -4.5477 1.0093
C 0.1426 -3.3682 0.3714
C 1.5701 -3.1539 -0.0346
N -0.7556 -2.4144 0.0989
H 1.2342 0.8945 -4.7402
H 1.2396 0.1221 -3.1576
H 1.7196 1.8339 -3.3435
H -0.3401 2.9587 -5.0456
H -2.6958 3.6652 -4.6600
H -4.0540 2.4577 -2.9826
H -5.1697 0.8657 -2.0829
H -6.2434 -0.9036 -0.7335
H -4.8427 -2.5619 0.4333
H -3.5047 -3.8459 1.4009
H -1.8621 -5.6175 1.9082
H 0.5050 -5.3162 1.1871
H 1.9466 -4.0402 -0.5446
H 2.2030 -2.9881 0.8394
H 1.6688 -2.3063 -0.7150
C 4.7501 -0.3094 5.7396
C 4.1147 -0.1874 4.3860
C 4.9138 -0.1518 3.2217
C 4.3904 -0.0110 1.9204
C 5.2894 0.0488 0.7182
C 3.0304 0.0708 1.8018
C 2.1460 0.0190 2.9422
C 2.7547 -0.0928 4.2452
N 0.8655 0.0759 2.6727
C -0.1907 0.0807 3.6085
C -0.1219 1.2903 4.6048
C -1.3523 1.2720 5.5036
C -2.6350 1.3932 4.6815
C -2.7290 0.1920 3.7319
C -2.7595 -1.1065 4.5502
C -1.4715 -1.2037 5.3677
C -1.3865 -0.0169 6.3350
C -0.2451 -1.2356 4.4641
C -1.5056 0.1771 2.8177
H 5.8340 -0.3536 5.6725
H 4.3990 -1.2050 6.2533
H 4.4836 0.5444 6.3641
H 5.9906 -0.2218 3.3341
H 6.3387 0.0098 1.0004
H 5.1240 0.9697 0.1584
H 5.0900 -0.7894 0.0489
H 2.5875 0.2111 0.8271
H 2.1451 -0.0997 5.1365
H -0.0907 2.2069 4.0093
H 0.7848 1.2409 5.2071
H -1.2666 2.1218 6.1868
H -2.6418 2.3270 4.1120
H -3.5004 1.4112 5.3448
H -3.6313 0.2695 3.1203
H -2.8645 -1.9721 3.8866
H -3.6205 -1.0990 5.2194
H -1.4670 -2.1317 5.9476
H -0.4957 -0.0944 6.9634
H -2.2548 -0.0112 6.9936
H -0.2991 -2.0781 3.7655
H 0.6607 -1.3402 5.0602
H -1.4816 1.0911 2.2081
H -1.5584 -0.6893 2.1426


Record 2
80
Properties=species:S:1:pos:R:3 method="wB97M-V/def2-TZVPD" energy_ha=-1685.4042 homo_energy_ev=-9.6075 total_charge=+1 molar_mass_g_mol=543.7 e_lumo_ev=-4.37
C 8.3711 -3.4271 -2.8271
C 7.5462 -4.5334 -3.0823
C 6.2077 -4.3495 -3.4204
C 5.6797 -3.0350 -3.5070
C 4.2961 -2.7695 -3.8148
C 3.2543 -3.6294 -4.1404
N 2.1641 -2.8290 -4.2944
C 0.7736 -3.1695 -4.6018
C -0.0759 -3.3152 -3.3302
C -1.4387 -3.9839 -3.6373
C -2.3629 -3.4946 -2.5246
C -1.7133 -2.1944 -1.9674
N -0.4275 -2.1352 -2.5989
N 2.5067 -1.5284 -4.0398
N 3.7831 -1.4937 -3.7737
C 6.5127 -1.9295 -3.2411
C 7.8504 -2.1231 -2.9048
H 9.4177 -3.5819 -2.5621
H 7.9479 -5.5444 -3.0124
H 5.5457 -5.1976 -3.6097
H 3.2987 -4.6998 -4.2239
H 0.3661 -2.3794 -5.2602
H 0.8124 -4.1299 -5.1404
H 0.4895 -4.0349 -2.6780
H -1.8015 -3.6355 -4.6194
H -1.3378 -5.0750 -3.6648
H -3.3744 -3.3038 -2.8815
H -2.4167 -4.2347 -1.7250
H -2.3028 -1.2944 -2.2192
H -1.6719 -2.2058 -0.8621
H 0.2866 -1.4530 -2.3235
H 6.0689 -0.9327 -3.2977
H 8.4799 -1.2598 -2.7007
C -7.4363 1.9924 -0.4078
N -6.0912 1.9597 0.1365
C -5.0563 1.1783 -0.2861
C -3.9049 1.4365 0.5077
C -2.6737 0.7689 0.3744
C -1.4985 1.1254 1.1237
C -1.1346 2.4839 1.3337
C -0.1236 2.8562 2.2087
C 0.6152 1.8530 2.9013
N 1.6828 2.1887 3.6895
C 2.2036 3.5496 3.7237
C 1.0856 4.5757 3.6034
C 0.2233 4.2964 2.3762
C 2.5798 1.1666 4.2126
C 1.8206 -0.0970 4.5892
C 0.9926 -0.5960 3.4152
C 0.2703 0.4862 2.6901
C -0.7091 0.1433 1.7758
C -4.3351 2.4499 1.5103
C -3.8114 3.0348 2.6659
C -4.5576 3.9882 3.3823
C -5.8642 4.3288 3.0020
C -6.4448 3.6942 1.8937
C -5.6835 2.7635 1.2013
H -8.0111 2.7386 0.1446
H -7.4137 2.2698 -1.4689
H -7.9275 1.0156 -0.3040
H -5.1601 0.4597 -1.0981
H -2.6685 -0.1426 -0.2186
H -1.7226 3.2658 0.8501
H 2.7555 3.6970 4.6655
H 2.9342 3.7157 2.9068
H 0.4691 4.5534 4.5098
H 1.5165 5.5775 3.5283
H 0.7687 4.6103 1.4752
H -0.6843 4.9087 2.4152
H 3.3520 0.9065 3.4612
H 3.1142 1.5746 5.0848
H 2.5317 -0.8687 4.8888
H 1.1700 0.1012 5.4483
H 1.6528 -1.1019 2.6990
H 0.2742 -1.3460 3.7611
H -0.9837 -0.9141 1.6737
H -2.8261 2.7619 3.0422
H -4.1320 4.4847 4.2545
H -6.4356 5.0709 3.5652
H -7.4584 3.9369 1.5788


Largest force on an atom values (in eV/A) by entry order: 1.2, 1.8.